Entry 1:
Formula: C16H23ClMoN2O7P2
Source: OMol25
Level of theory: ωB97M-V with the def2-TZVPD basis set

The calculation puts the relative energy (zero: lowest compared OMol25 entry of this formula, charge and spin) at 19.5 kcal per mole. Its expectation value of S² is 2.034. For the frontier orbital gap (spin up / spin down), the calculation gives 0.16787 / 0.18040 Eh.

The geometry in ORCA input format:
```
! wB97M-V def2-TZVPD RIJCOSX def2/J DEFGRID3
* xyz 2 3
Mo -0.03 -0.42 -0.08
C -2.13 3.29 -2.03
C -2.63 1.99 -1.45
O -4.02 1.86 -1.33
P -2.09 1.73 0.27
O -2.80 0.40 0.77
O -2.69 2.94 1.05
O -0.63 1.53 0.57
P -1.93 0.56 -2.43
O -2.64 -0.72 -1.73
O -2.12 0.62 -3.87
O -0.50 0.41 -1.84
H -2.56 4.14 -1.49
H -2.41 3.35 -3.08
H -1.05 3.33 -1.95
H -4.48 2.40 -1.99
H -3.73 0.35 0.52
H -2.44 3.11 1.97
H -3.28 -1.11 -2.32
C -2.24 -4.61 3.75
N -2.39 -3.23 3.39
C -3.25 -2.93 2.29
C -1.24 -2.39 3.55
C -0.20 -2.69 2.48
C 0.68 -3.76 2.66
C 1.57 -4.15 1.67
C 1.61 -3.49 0.45
C 0.72 -2.44 0.28
C -0.18 -2.00 1.26
H -3.22 -5.06 3.91
H -1.66 -4.70 4.66
H -1.74 -5.19 2.96
H -4.15 -3.53 2.35
H -2.76 -3.13 1.32
H -3.52 -1.87 2.32
H -0.81 -2.55 4.54
H -1.55 -1.34 3.46
H 0.69 -4.30 3.60
H 2.22 -4.99 1.85
H 2.29 -3.82 -0.33
H 0.47 -1.98 -0.80
Cl 4.88 -0.48 -2.84
C 4.05 -0.05 -1.41
C 4.72 0.47 -0.30
C 3.99 0.83 0.82
C 2.62 0.62 0.82
N 1.98 0.08 -0.22
C 2.67 -0.22 -1.33
H 5.79 0.61 -0.34
H 4.48 1.27 1.68
H 2.00 0.92 1.67
H 2.11 -0.60 -2.17
*
```

Table of natural (NBO) atomic charges, one value per atom, all in e: number 1, Mo, carries 1.503; number 2, C, carries -0.664; number 3, C, carries -0.435; number 4, O, carries -0.729; number 5, P, carries 2.374; number 6, O, carries -0.971; number 7, O, carries -0.958; number 8, O, carries -1.031; number 9, P, carries 2.344; number 10, O, carries -1.019; number 11, O, carries -1.015; number 12, O, carries -1.029; number 13, H, carries 0.252; number 14, H, carries 0.267; number 15, H, carries 0.245; number 16, H, carries 0.518; number 17, H, carries 0.554; number 18, H, carries 0.549; number 19, H, carries 0.542; number 20, C, carries -0.412; number 21, N, carries -0.417; number 22, C, carries -0.404; number 23, C, carries -0.233; number 24, C, carries -0.012; number 25, C, carries -0.151; number 26, C, carries -0.120; number 27, C, carries -0.197; number 28, C, carries -0.210; number 29, C, carries -0.123; number 30, H, carries 0.227; number 31, H, carries 0.208; number 32, H, carries 0.163; number 33, H, carries 0.231; number 34, H, carries 0.151; number 35, H, carries 0.191; number 36, H, carries 0.225; number 37, H, carries 0.205; number 38, H, carries 0.253; number 39, H, carries 0.256; number 40, H, carries 0.256; number 41, H, carries 0.204; number 42, Cl, carries 0.135; number 43, C, carries -0.057; number 44, C, carries -0.106; number 45, C, carries -0.205; number 46, C, carries 0.058; number 47, N, carries -0.466; number 48, C, carries 0.029; number 49, H, carries 0.270; number 50, H, carries 0.270; number 51, H, carries 0.237; number 52, H, carries 0.246

---

Entry 2:
Formula: C16H23F16N2O6S2
Source: OMol25
Level of theory: ωB97M-V with the def2-TZVPD basis set

For the frontier orbital gap, the calculation gives 0.28976 Eh.

The geometry in ORCA input format:
```
! wB97M-V def2-TZVPD RIJCOSX def2/J DEFGRID3
* xyz -1 1
C 1.25 0.52 0.17
C 0.98 2.02 0.08
C 2.13 2.73 -0.67
C -0.35 2.36 -0.59
S -1.75 1.63 0.25
O -1.81 0.23 -0.13
O -1.51 1.87 1.65
N -2.98 2.41 -0.38
S -4.04 3.08 0.62
O -4.58 2.18 1.61
O -3.64 4.38 1.09
C -5.34 3.35 -0.58
C -6.24 2.15 -0.72
N -7.39 2.45 -1.59
H 0.57 0.04 0.86
H 1.09 0.05 -0.81
H 2.26 0.32 0.53
H 0.97 2.40 1.10
H 2.54 3.56 -0.09
H 2.95 2.03 -0.83
H 1.82 3.10 -1.66
H -0.35 2.09 -1.64
H -0.52 3.43 -0.46
H -4.81 3.50 -1.53
H -5.86 4.28 -0.34
H -6.62 1.82 0.25
H -5.64 1.32 -1.11
H -7.09 2.86 -2.46
H -7.88 1.58 -1.79
C 4.10 -1.97 4.61
C 4.85 -1.52 5.89
C 4.48 -0.17 6.51
F 4.75 0.85 5.67
F 5.24 0.00 7.62
F 6.18 -1.60 5.70
F 4.52 -2.44 6.84
O 4.73 -1.78 3.36
C 4.60 -0.62 2.64
C 5.96 0.06 2.39
F 6.58 0.34 3.56
F 5.75 1.22 1.73
F 3.71 0.23 3.19
F 4.14 -0.95 1.41
H 4.04 -3.05 4.71
H 3.08 -1.60 4.61
H 3.43 -0.15 6.79
H 6.60 -0.59 1.80
C -1.66 -1.57 -4.57
C -2.85 -1.97 -3.67
C -2.60 -2.06 -2.17
F -1.68 -3.01 -1.88
F -3.76 -2.42 -1.57
F -3.40 -3.12 -4.14
F -3.77 -0.99 -3.83
O -0.93 -2.59 -5.24
C 0.13 -3.24 -4.68
C -0.13 -4.75 -4.55
F -1.21 -4.99 -3.79
F 0.95 -5.32 -3.96
F 0.52 -2.70 -3.51
F 1.17 -3.13 -5.55
H -2.12 -1.01 -5.38
H -1.00 -0.88 -4.05
H -2.27 -1.10 -1.77
H -0.28 -5.18 -5.54
*
```

Table of natural (NBO) atomic charges, one value per atom, all in e: number 1, C, carries -0.611; number 2, C, carries -0.229; number 3, C, carries -0.606; number 4, C, carries -0.656; number 5, S, carries 2.334; number 6, O, carries -1.024; number 7, O, carries -0.981; number 8, N, carries -1.280; number 9, S, carries 2.328; number 10, O, carries -0.977; number 11, O, carries -0.986; number 12, C, carries -0.674; number 13, C, carries -0.227; number 14, N, carries -0.843; number 15, H, carries 0.234; number 16, H, carries 0.196; number 17, H, carries 0.197; number 18, H, carries 0.219; number 19, H, carries 0.207; number 20, H, carries 0.201; number 21, H, carries 0.197; number 22, H, carries 0.213; number 23, H, carries 0.238; number 24, H, carries 0.226; number 25, H, carries 0.229; number 26, H, carries 0.209; number 27, H, carries 0.180; number 28, H, carries 0.343; number 29, H, carries 0.350; number 30, C, carries -0.134; number 31, C, carries 0.596; number 32, C, carries 0.519; number 33, F, carries -0.318; number 34, F, carries -0.326; number 35, F, carries -0.313; number 36, F, carries -0.332; number 37, O, carries -0.511; number 38, C, carries 0.851; number 39, C, carries 0.505; number 40, F, carries -0.321; number 41, F, carries -0.320; number 42, F, carries -0.312; number 43, F, carries -0.318; number 44, H, carries 0.227; number 45, H, carries 0.216; number 46, H, carries 0.145; number 47, H, carries 0.147; number 48, C, carries -0.132; number 49, C, carries 0.596; number 50, C, carries 0.488; number 51, F, carries -0.334; number 52, F, carries -0.323; number 53, F, carries -0.323; number 54, F, carries -0.327; number 55, O, carries -0.515; number 56, C, carries 0.852; number 57, C, carries 0.506; number 58, F, carries -0.313; number 59, F, carries -0.328; number 60, F, carries -0.308; number 61, F, carries -0.333; number 62, H, carries 0.222; number 63, H, carries 0.215; number 64, H, carries 0.208; number 65, H, carries 0.142

---

Entry 3:
Formula: C16H23I2N4OP
Source: OMol25
Level of theory: ωB97M-V with the def2-TZVPD basis set

For the frontier orbital gap, the calculation gives 0.28049 Eh.

The geometry in ORCA input format:
```
! wB97M-V def2-TZVPD RIJCOSX def2/J DEFGRID3
* xyz 0 1
C 0.44 0.55 1.55
C -1.10 0.47 1.09
I -1.22 -0.56 -0.84
C -1.85 1.90 0.94
I -2.12 2.32 -1.19
P -3.64 1.63 1.67
N -5.30 1.20 2.32
C -5.69 0.11 1.70
O -5.86 -0.88 0.96
H 1.17 0.87 0.73
H 0.75 -0.52 1.86
H 0.60 1.19 2.52
H -1.66 -0.16 1.88
H -1.36 2.77 1.50
H -4.16 2.76 0.94
H -3.62 0.32 1.06
H -3.13 1.81 3.01
N 1.14 0.04 -3.84
C 1.91 1.04 -4.38
C 2.10 0.76 -5.71
C 1.42 -0.45 -5.99
C 0.83 -0.87 -4.82
H 0.84 -0.02 -2.88
H 2.25 1.86 -3.76
H 2.67 1.36 -6.40
H 1.37 -0.96 -6.94
H 0.23 -1.74 -4.60
N 3.33 2.50 2.28
C 3.31 2.75 3.63
C 3.17 4.10 3.81
C 3.11 4.70 2.53
C 3.21 3.69 1.61
H 3.43 1.60 1.86
H 3.39 1.94 4.34
H 3.12 4.61 4.77
H 3.00 5.75 2.31
H 3.20 3.71 0.53
N -0.83 -6.24 -0.49
C -0.85 -6.00 0.85
C -0.98 -4.65 1.04
C -1.04 -4.05 -0.24
C -0.95 -5.05 -1.17
H -0.73 -7.15 -0.93
H -0.77 -6.82 1.56
H -1.03 -4.15 2.00
H -1.15 -2.99 -0.46
H -0.95 -5.03 -2.25
*
```

Table of natural (NBO) atomic charges, one value per atom, all in e: number 1, C, carries -0.659; number 2, C, carries -0.363; number 3, I, carries 0.133; number 4, C, carries -0.681; number 5, I, carries 0.099; number 6, P, carries 0.892; number 7, N, carries -0.860; number 8, C, carries 0.839; number 9, O, carries -0.516; number 10, H, carries 0.222; number 11, H, carries 0.227; number 12, H, carries 0.234; number 13, H, carries 0.224; number 14, H, carries 0.248; number 15, H, carries 0.025; number 16, H, carries -0.035; number 17, H, carries 0.003; number 18, N, carries -0.511; number 19, C, carries -0.078; number 20, C, carries -0.311; number 21, C, carries -0.296; number 22, C, carries -0.082; number 23, H, carries 0.416; number 24, H, carries 0.208; number 25, H, carries 0.221; number 26, H, carries 0.219; number 27, H, carries 0.208; number 28, N, carries -0.510; number 29, C, carries -0.083; number 30, C, carries -0.305; number 31, C, carries -0.305; number 32, C, carries -0.079; number 33, H, carries 0.413; number 34, H, carries 0.211; number 35, H, carries 0.224; number 36, H, carries 0.224; number 37, H, carries 0.212; number 38, N, carries -0.507; number 39, C, carries -0.077; number 40, C, carries -0.325; number 41, C, carries -0.274; number 42, C, carries -0.094; number 43, H, carries 0.411; number 44, H, carries 0.209; number 45, H, carries 0.216; number 46, H, carries 0.204; number 47, H, carries 0.207

---

Entry 4:
Formula: C16H23N3O2
Source: OMol25
Level of theory: ωB97M-V with the def2-TZVPD basis set

The calculation puts the relative energy (zero: lowest compared OMol25 entry of this formula, charge and spin) at 14.6 kcal per mole. For the frontier orbital gap, the calculation gives 0.34445 Eh.

The geometry in ORCA input format:
```
! wB97M-V def2-TZVPD RIJCOSX def2/J DEFGRID3
* xyz 0 1
C 0.62 3.07 2.13
C -0.49 2.13 2.59
C -0.94 1.23 1.44
C -2.02 0.23 1.88
C -2.54 -0.61 0.71
N -1.47 -1.27 0.01
C -0.86 -0.90 -1.16
N 0.19 -1.61 -1.45
C 0.32 -2.52 -0.43
C 1.25 -3.53 -0.22
C 1.12 -4.31 0.91
C 0.08 -4.10 1.82
C -0.86 -3.11 1.63
C -0.73 -2.32 0.50
H -1.66 -2.96 2.34
H 0.02 -4.74 2.69
H 1.83 -5.09 1.10
H 2.05 -3.68 -0.93
C -1.33 0.21 -2.05
N -0.19 0.86 -2.67
C 0.27 2.04 -2.22
O -0.33 2.77 -1.46
C 1.63 2.42 -2.83
O 2.40 1.32 -3.24
C 2.97 0.59 -2.18
H 3.60 -0.17 -2.64
H 3.59 1.24 -1.55
H 2.22 0.10 -1.56
H 1.45 3.02 -3.72
H 2.17 3.04 -2.10
H 0.44 0.27 -3.20
H -1.98 -0.20 -2.83
H -1.86 0.98 -1.49
H -3.23 -1.38 1.08
H -3.09 0.02 0.00
H -2.86 0.77 2.32
H -1.60 -0.43 2.64
H -1.32 1.86 0.63
H -0.08 0.68 1.06
H -1.34 2.72 2.94
H -0.14 1.52 3.42
H 0.30 3.62 1.26
H 1.51 2.50 1.87
H 0.88 3.77 2.92
*
```

Table of natural (NBO) atomic charges, one value per atom, all in e: number 1, C, carries -0.604; number 2, C, carries -0.383; number 3, C, carries -0.410; number 4, C, carries -0.402; number 5, C, carries -0.204; number 6, N, carries -0.374; number 7, C, carries 0.400; number 8, N, carries -0.493; number 9, C, carries 0.072; number 10, C, carries -0.193; number 11, C, carries -0.230; number 12, C, carries -0.218; number 13, C, carries -0.254; number 14, C, carries 0.161; number 15, H, carries 0.213; number 16, H, carries 0.213; number 17, H, carries 0.213; number 18, H, carries 0.220; number 19, C, carries -0.278; number 20, N, carries -0.603; number 21, C, carries 0.652; number 22, O, carries -0.639; number 23, C, carries -0.158; number 24, O, carries -0.537; number 25, C, carries -0.263; number 26, H, carries 0.198; number 27, H, carries 0.166; number 28, H, carries 0.188; number 29, H, carries 0.215; number 30, H, carries 0.193; number 31, H, carries 0.426; number 32, H, carries 0.222; number 33, H, carries 0.243; number 34, H, carries 0.209; number 35, H, carries 0.210; number 36, H, carries 0.209; number 37, H, carries 0.202; number 38, H, carries 0.219; number 39, H, carries 0.197; number 40, H, carries 0.192; number 41, H, carries 0.191; number 42, H, carries 0.218; number 43, H, carries 0.198; number 44, H, carries 0.205